Computed, not measured: a 2-piece molecular cluster, CH4N2O2S overall in a non-equilibrium geometry, with wB97M-V/def2-TZVPD.

Results
Relative energy (zero: lowest compared OMol25 entry of this formula, charge and spin), kJ/mol: 507.6
Kohn-Sham gap (spin up / spin down), Ha: 0.3190 / 0.2266
HOMO energy (spin up / spin down), eV: -9.9348 / -8.5605

Last column: natural (NBO) charge in e.
CARTESIAN COORDINATES (ANGSTROEM)
C -0.7301 -0.0110 0.0654  0.1324
N -0.5777 1.3243 -0.1096  -0.7233
N 0.0978 -0.5162 1.0372  0.4342
O 0.0557 -1.7098 1.2838  -0.3918
O 0.8181 0.3249 1.5355  -0.4585
S 1.0888 -1.2645 -2.3870  -0.1515
H -1.5599 -0.6035 -0.2157  0.2275
H 0.1980 1.7164 0.3696  0.4217
H -1.1735 2.0467 -0.3482  0.4052
H 1.7829 -1.3072 -1.2309  0.1040

=====

Computed, not measured: a single C6H14O molecule, with wB97M-V/def2-TZVPD.

Results
Relative energy (zero: lowest compared OMol25 entry of this formula, charge and spin), kJ/mol: 64.8
Kohn-Sham gap, Ha: 0.4079
HOMO energy, eV: -10.1740
Structure (SMILES): CCC[C@@H](C)CO

Last column: natural (NBO) charge in e.
CARTESIAN COORDINATES (ANGSTROEM)
C -2.4646 0.1247 0.1752  -0.6081
C -1.6482 -0.0303 -1.0953  -0.3990
C -0.1205 0.1411 -1.0182  -0.3991
C 0.5630 0.2929 0.3560  -0.2380
C 0.4925 -0.9877 1.1935  -0.6110
C 2.0352 0.7117 0.1694  -0.0466
O 2.8248 -0.3815 -0.2782  -0.7316
H -3.5285 0.1983 -0.0757  0.2111
H -2.3612 -0.7501 0.8211  0.2016
H -2.1950 1.0240 0.7343  0.1989
H -1.8721 -1.0107 -1.5338  0.1985
H -2.0252 0.7019 -1.8222  0.1984
H 0.1218 1.0329 -1.6134  0.1981
H 0.3425 -0.6920 -1.5645  0.2114
H 0.0759 1.1090 0.9022  0.2017
H -0.4812 -1.1044 1.6715  0.2063
H 1.2325 -0.9692 2.0014  0.2085
H 0.6787 -1.8786 0.5845  0.2150
H 2.1291 1.5259 -0.5570  0.1584
H 2.4435 1.0625 1.1237  0.1560
H 3.7570 -0.1205 -0.1748  0.4694

=====

Computed, not measured: a 3-piece molecular cluster, C2H9NO4 overall, with wB97M-V/def2-TZVPD.

Results
Relative energy (zero: lowest compared OMol25 entry of this formula, charge and spin), kJ/mol: 20.4
Kohn-Sham gap, Ha: 0.3722
HOMO energy, eV: -9.5475
Structure (SMILES): NCC(=O)O.O.O

Last column: natural (NBO) charge in e.
CARTESIAN COORDINATES (ANGSTROEM)
N 1.0861 1.9465 -1.3006  -0.8249
C 0.6500 0.5943 -1.4823  -0.3404
C -0.4154 0.1425 -0.4986  0.7930
O -0.7789 0.7438 0.4809  -0.6365
O -0.9244 -1.0285 -0.8876  -0.7030
H 0.5071 2.6332 -1.7560  0.3653
H 2.0547 2.0743 -1.5518  0.3681
H 0.3239 0.2974 -2.4836  0.1990
H 1.4782 -0.1102 -1.3267  0.2329
H -1.5955 -1.3418 -0.2288  0.5193
O 1.5101 -0.5012 1.9785  -0.9579
H 0.6223 -0.2159 1.7250  0.4795
H 1.8881 0.2647 2.4195  0.4717
O -2.1881 -2.0194 1.3178  -0.9497
H -1.3944 -2.0550 1.8596  0.4921
H -2.8240 -1.4247 1.7347  0.4914

=====

Computed, not measured: a single C6H13N molecule in a non-equilibrium geometry, with wB97M-V/def2-TZVPD.

Results
Relative energy (zero: lowest compared OMol25 entry of this formula, charge and spin), kJ/mol: 74.0
Kohn-Sham gap, Ha: 0.3278
HOMO energy, eV: -7.8527
Structure (SMILES): CCC(=CN)CC

Last column: natural (NBO) charge in e.
CARTESIAN COORDINATES (ANGSTROEM)
C 1.9000 0.0630 1.0247  -0.6182
C 0.7638 0.7828 0.3067  -0.4514
C -0.2029 -0.1292 -0.4276  -0.0347
C 0.0948 -0.6617 -1.6237  -0.0289
N 1.3681 -0.5159 -2.2108  -0.8382
C -1.4038 -0.5201 0.3705  -0.4251
C -2.4068 0.4472 1.0275  -0.6189
H 2.8258 0.2391 0.4856  0.2018
H 2.0132 0.4227 2.0389  0.2137
H 1.7627 -1.0270 1.1011  0.2127
H 0.1684 1.4321 0.9664  0.2125
H 1.1909 1.4092 -0.5072  0.2052
H -0.5680 -1.3564 -2.1256  0.1894
H 1.4133 -0.2059 -3.1689  0.3748
H 2.0732 -0.1007 -1.6317  0.3698
H -1.9243 -1.2059 -0.3334  0.2040
H -0.9413 -1.1103 1.1835  0.2001
H -3.4139 0.1507 0.7371  0.2139
H -2.3195 1.4661 0.6702  0.2081
H -2.3939 0.4202 2.1166  0.2095

=====

Computed, not measured: a single C4H8BrClO2 molecule in a non-equilibrium geometry, with wB97M-V/def2-TZVPD.

Results
Relative energy (zero: lowest compared OMol25 entry of this formula, charge and spin), kJ/mol: 78.5
Kohn-Sham gap, Ha: 0.3657
HOMO energy, eV: -9.4228
Structure (SMILES): C[C@](O)(CBr)[C@H](O)Cl

Last column: natural (NBO) charge in e.
CARTESIAN COORDINATES (ANGSTROEM)
C -0.5901 1.1509 0.8369  -0.6758
C -0.2793 0.2883 -0.2548  0.2982
O -0.7248 0.7303 -1.4665  -0.7291
C -1.2220 -1.2608 0.2212  -0.4632
Br -0.7046 -2.7702 -0.8848  -0.0058
C 1.1929 -0.1251 -0.4182  0.1004
O 1.4909 -0.7418 0.7287  -0.6692
Cl 2.0979 1.4360 -0.6907  -0.1503
H -0.5527 2.2360 0.6548  0.2357
H -0.0065 0.9299 1.7131  0.2351
H -1.5648 0.8859 1.0806  0.2177
H 0.0759 1.0252 -2.0733  0.4885
H -0.9312 -1.4550 1.3378  0.2384
H -2.1320 -0.9171 -0.0388  0.1934
H 1.4094 -0.5283 -1.4249  0.1990
H 2.4411 -0.8840 0.6787  0.4868

=====

Computed, not measured: a 2-piece molecular cluster, C10H15P overall in a non-equilibrium geometry, with wB97M-V/def2-TZVPD.

Results
Relative energy (zero: lowest compared OMol25 entry of this formula, charge and spin), kJ/mol: 65.2
Kohn-Sham gap (spin up / spin down), Ha: 0.2765 / 0.2555
HOMO energy (spin up / spin down), eV: -6.5452 / -9.0385
Spin multiplicity: 3

Last column: natural (NBO) charge in e.
CARTESIAN COORDINATES (ANGSTROEM)
C 1.8633 2.3888 -1.7289  -0.2033
C 0.4613 2.5675 -1.7254  -0.1911
C 2.3767 1.3835 -0.9195  -0.1860
C -0.3085 1.5884 -1.0891  -0.2097
C 1.6266 0.5373 -0.1782  -0.2149
C 0.2206 0.5608 -0.3473  -0.0811
C -1.2932 -2.4444 1.3767  -0.5895
C -0.0018 -0.4788 2.2990  -0.5949
C -0.6779 -0.6169 -0.1307  -0.2224
C -0.3284 -1.3862 1.0564  -0.3230
P -1.8671 -1.1794 -1.3000  0.3040
H 2.4975 2.9936 -2.2191  0.2032
H -0.0255 3.2367 -2.3271  0.2066
H 3.4499 1.2203 -0.9040  0.2042
H -1.3544 1.7450 -1.0785  0.2129
H 2.2320 -0.1617 0.2440  0.2117
H -2.2809 -2.0209 1.4502  0.2060
H -1.3502 -3.1253 0.4617  0.2055
H -1.0219 -2.9188 2.3326  0.2167
H -0.4528 0.5224 2.0739  0.2146
H -0.3530 -0.8621 3.2366  0.2098
H 1.0147 -0.4167 2.3879  0.2065
H -2.2389 0.3181 0.4675  -0.0151
H 0.5951 -1.9718 0.8595  0.2058
H -0.9106 -1.5914 -2.3223  0.0187
H -1.8727 0.1121 -1.9758  0.0048